{"formula": "C2H3ClF2S", "method": "the ωB97M-V functional and the def2-TZVPD basis", "elements": ["C", "C", "F", "F", "S", "Cl", "H", "H", "H"], "coordinates": [[-0.3158, -0.2127, 0.8326], [0.3220, -0.8421, -0.3147], [-0.2408, 1.2136, -1.9389], [1.6323, -0.8104, -0.4334], [0.3493, 1.4904, 1.0701], [-0.4753, -1.7531, -1.4627], [-1.3984, -0.1769, 0.7024], [-0.0693, -0.7343, 1.7625], [0.1962, 1.8254, -0.2179]], "atomic_forces_ev_per_a": [[-0.158, 1.016, 0.101], [1.156, 0.719, -1.786], [0.376, -0.980, 1.333], [-2.005, -0.219, 0.273], [0.111, -0.469, 0.765], [0.503, 0.422, 0.686], [0.205, -0.229, -0.130], [0.114, -0.211, -0.156], [-0.302, -0.049, -1.085]], "homo_energy_ha": [-0.3501, -0.3501], "total_energy_ev": -30911.77530, "e_above_lowest_ev": 3.457}